(1)
{
  "formula": "C50H53F3N12",
  "method": "ωB97M-V with the def2-TZVPD basis set",
  "smiles": "FC(F)(F)c1cc(-c2ccccn2)cc2nccnc12.c1cc[nH]c1.c1cc[nH]c1.c1cc[nH]c1.c1cc[nH]c1.c1cc[nH]c1.c1cc[nH]c1.c1cc[nH]c1.c1cc[nH]c1.c1cc[nH]c1",
  "homo_lumo_gap_ev": 6.814,
  "de_lowest_kj_mol": 0.0,
  "symbols": ["F", "C", "F", "F", "C", "C", "C", "C", "C", "C", "C", "C", "N", "C", "C", "N", "C", "C", "N", "C", "H", "H", "H", "H", "H", "H", "H", "H", "C", "C", "C", "N", "C", "H", "H", "H", "H", "H", "C", "C", "C", "N", "C", "H", "H", "H", "H", "H", "C", "C", "C", "N", "C", "H", "H", "H", "H", "H", "C", "C", "C", "N", "C", "H", "H", "H", "H", "H", "C", "C", "C", "N", "C", "H", "H", "H", "H", "H", "C", "C", "C", "N", "C", "H", "H", "H", "H", "H", "C", "C", "C", "N", "C", "H", "H", "H", "H", "H", "C", "C", "C", "N", "C", "H", "H", "H", "H", "H", "C", "C", "C", "N", "C", "H", "H", "H", "H", "H"],
  "positions_angstrom": [[2.779, 0.645, -0.396], [1.756, 0.839, -1.214], [1.418, -0.331, -1.760], [2.209, 1.609, -2.238], [0.571, 1.512, -0.564], [-0.659, 0.934, -0.654], [-1.782, 1.558, -0.068], [-3.109, 0.917, -0.179], [-3.732, 0.332, 0.911], [-4.965, -0.273, 0.804], [-5.559, -0.267, -0.442], [-4.861, 0.316, -1.483], [-3.672, 0.899, -1.395], [-1.620, 2.754, 0.565], [-0.359, 3.376, 0.672], [-0.272, 4.583, 1.303], [0.927, 5.092, 1.339], [2.055, 4.457, 0.782], [2.001, 3.313, 0.160], [0.760, 2.750, 0.108], [-0.789, -0.006, -1.161], [-3.225, 0.337, 1.868], [-5.452, -0.714, 1.659], [-6.522, -0.719, -0.602], [-5.318, 0.301, -2.465], [-2.473, 3.253, 0.994], [1.056, 6.052, 1.817], [3.017, 4.941, 0.867], [-3.628, 3.473, 5.004], [-5.037, 3.658, 5.019], [-5.513, 3.251, 3.802], [-4.453, 2.820, 3.052], [-3.299, 2.948, 3.782], [-2.938, 3.694, 5.801], [-5.630, 4.045, 5.831], [-6.515, 3.224, 3.407], [-4.517, 2.462, 2.115], [-2.348, 2.658, 3.368], [5.846, -0.885, 1.295], [6.661, -1.438, 2.321], [5.959, -1.345, 3.491], [4.755, -0.756, 3.212], [4.676, -0.474, 1.876], [6.092, -0.801, 0.250], [7.647, -1.856, 2.210], [6.210, -1.646, 4.494], [4.038, -0.562, 3.885], [3.803, -0.012, 1.462], [-0.358, -1.658, 4.867], [0.489, -0.523, 4.987], [-0.307, 0.590, 4.906], [-1.598, 0.171, 4.738], [-1.638, -1.196, 4.714], [-0.059, -2.692, 4.891], [1.557, -0.525, 5.121], [-0.067, 1.639, 4.957], [-2.394, 0.778, 4.647], [-2.571, -1.722, 4.597], [2.533, 1.096, -6.161], [2.819, 0.229, -7.251], [2.893, -1.044, -6.751], [2.659, -0.978, -5.404], [2.437, 0.322, -5.035], [2.415, 2.166, -6.200], [2.960, 0.509, -8.281], [3.094, -1.984, -7.234], [2.660, -1.763, -4.778], [2.239, 0.578, -4.012], [6.802, -1.345, -5.146], [8.050, -1.411, -4.469], [7.866, -0.879, -3.220], [6.559, -0.494, -3.117], [5.900, -0.778, -4.285], [6.590, -1.676, -6.149], [8.976, -1.803, -4.855], [8.551, -0.742, -2.401], [6.144, -0.066, -2.309], [4.855, -0.550, -4.402], [-6.081, -4.663, -2.811], [-6.711, -5.435, -1.797], [-6.584, -4.746, -0.621], [-5.902, -3.589, -0.886], [-5.592, -3.531, -2.217], [-5.996, -4.912, -3.855], [-7.200, -6.387, -1.918], [-6.919, -4.977, 0.375], [-5.660, -2.893, -0.207], [-5.053, -2.693, -2.625], [-6.884, -2.034, 5.847], [-7.137, -0.858, 6.606], [-6.523, 0.183, 5.964], [-5.907, -0.317, 4.850], [-6.124, -1.667, 4.770], [-7.221, -3.033, 6.069], [-7.705, -0.787, 7.518], [-6.470, 1.232, 6.200], [-5.378, 0.230, 4.194], [-5.719, -2.249, 3.959], [5.940, 4.822, -5.240], [7.200, 4.454, -5.785], [7.334, 3.100, -5.620], [6.210, 2.639, -4.998], [5.354, 3.678, -4.765], [5.513, 5.810, -5.204], [7.923, 5.107, -6.245], [8.130, 2.428, -5.892], [6.039, 1.680, -4.749], [4.404, 3.515, -4.283], [0.068, -2.843, -0.138], [-0.564, -3.216, 1.079], [-0.860, -4.549, 0.991], [-0.434, -4.995, -0.231], [0.134, -3.962, -0.925], [0.430, -1.868, -0.403], [-0.775, -2.577, 1.921], [-1.335, -5.218, 1.689], [-0.526, -5.935, -0.568], [0.534, -4.112, -1.913]],
  "atomic_forces_ev_per_a": [[0.2176, -0.2897, 0.2134], [-0.3881, 1.1102, -0.4690], [0.0806, -0.4578, -0.0611], [0.0832, 0.0175, 0.2793], [0.2219, -0.3674, 0.0235], [0.0983, 0.1642, 0.0958], [0.3426, 0.1832, 0.0358], [-0.5454, -0.2144, -0.5515], [0.6019, 0.0959, 0.9783], [-0.1674, 0.1602, -0.3589], [0.0739, -0.0911, 0.3435], [-0.2806, 0.0132, -0.6878], [0.0626, -0.1061, 0.3638], [-0.3425, -0.1122, 0.1667], [-0.2894, 0.1202, 0.0841], [0.2247, -0.2323, -0.1627], [-0.3175, 0.2237, 0.2131], [0.3446, -0.1662, -0.1903], [-0.3224, 0.0323, 0.2053], [0.3039, -0.1012, -0.2869], [-0.0135, -0.1530, -0.1286], [0.1355, 0.0061, 0.0465], [-0.0370, -0.0921, 0.1485], [-0.2089, -0.0115, -0.1585], [0.0834, 0.0906, -0.1563], [-0.0698, 0.2347, 0.0910], [-0.0543, 0.1150, 0.1014], [0.1662, 0.0206, -0.0624], [0.0083, -0.1264, 0.0368], [-0.0210, -0.0100, -0.0092], [-0.0926, -0.0330, -0.0551], [-0.0452, -0.0382, 0.1896], [0.0491, -0.0603, -0.1072], [0.0052, 0.0064, -0.0021], [0.0034, 0.0288, -0.0093], [-0.0099, 0.0342, 0.0123], [0.0235, 0.0071, -0.0318], [0.0490, 0.1177, -0.0422], [0.0008, 0.0112, -0.0012], [0.0197, -0.0049, -0.0237], [-0.0523, 0.0252, 0.0363], [0.0746, -0.0269, -0.0233], [0.0649, -0.0407, 0.1360], [0.0029, -0.0220, -0.0123], [0.0014, -0.0043, -0.0010], [0.0168, -0.0043, -0.0034], [-0.0286, -0.0125, -0.0059], [-0.0600, 0.0347, -0.0228], [0.0171, -0.0465, -0.0304], [-0.0081, 0.0074, -0.0192], [-0.0342, 0.0594, -0.0603], [0.0151, -0.0811, -0.0498], [-0.0364, 0.0280, -0.0295], [0.0028, -0.0038, -0.0078], [-0.0032, 0.0053, 0.0351], [0.0149, -0.0047, 0.0100], [-0.0364, 0.0673, 0.1286], [-0.0036, -0.0171, 0.0407], [0.0187, -0.0061, -0.0122], [0.0408, 0.0244, 0.0049], [0.0195, -0.0353, 0.0480], [-0.0787, -0.0024, -0.0646], [0.0176, -0.1076, -0.0779], [0.0055, 0.0035, -0.0062], [0.0027, 0.0049, -0.0005], [-0.0045, 0.0068, -0.0141], [-0.0264, -0.0167, -0.0002], [-0.0238, -0.0093, -0.1232], [0.0456, 0.0057, 0.0020], [0.0005, -0.0002, -0.0102], [-0.0179, 0.0363, 0.0248], [0.0260, -0.0318, -0.0267], [-0.0441, 0.0796, 0.0874], [-0.0101, 0.0135, -0.0063], [0.0029, -0.0030, 0.0009], [0.0152, 0.0027, -0.0111], [-0.0106, -0.0007, 0.0164], [0.0123, 0.0092, -0.0461], [-0.0098, -0.0074, -0.0080], [0.0010, -0.0126, -0.0093], [0.0287, 0.0321, 0.0240], [-0.0730, -0.0830, -0.0251], [0.0156, 0.0535, 0.0336], [-0.0017, 0.0008, -0.0049], [-0.0064, -0.0011, -0.0019], [-0.0035, -0.0170, -0.0037], [0.0855, -0.0026, 0.0097], [0.0254, -0.0188, -0.0069], [-0.0153, -0.0123, 0.0103], [-0.0069, -0.0097, -0.0101], [0.0097, 0.0296, 0.0163], [0.0179, -0.0085, -0.0480], [0.0677, 0.0407, -0.0637], [-0.0013, -0.0034, 0.0001], [-0.0023, -0.0019, 0.0036], [0.0199, -0.0031, -0.0007], [-0.0185, 0.0982, 0.0268], [0.0073, -0.0288, 0.0170], [-0.0046, 0.0134, -0.0016], [0.0043, 0.0099, -0.0078], [0.0062, -0.0271, 0.0224], [-0.0191, 0.0337, 0.0227], [-0.0042, -0.0408, 0.0320], [-0.0025, 0.0023, -0.0040], [0.0002, 0.0012, -0.0048], [0.0042, 0.0008, 0.0017], [0.0135, -0.0750, -0.0908], [-0.0042, 0.0073, -0.0028], [-0.0765, -0.0662, 0.0244], [-0.0523, 0.0056, -0.0018], [-0.0299, -0.0586, -0.0390], [0.0122, 0.0614, 0.0516], [-0.0284, -0.0282, -0.0159], [0.0773, 0.0210, 0.0112], [0.0289, 0.0195, 0.0575], [0.0011, 0.0100, 0.0078], [-0.0031, -0.0135, -0.0029], [0.0037, 0.0163, 0.0020]]
}



(2)
{
  "formula": "C50H53IMgN4",
  "method": "ωB97M-V with the def2-TZVPD basis set",
  "homo_lumo_gap_ev": 6.972,
  "symbols": ["Mg", "C", "C", "C", "C", "C", "C", "C", "C", "C", "C", "C", "C", "N", "C", "C", "C", "C", "C", "C", "C", "N", "C", "C", "C", "C", "C", "C", "C", "C", "C", "C", "C", "C", "H", "H", "H", "H", "H", "H", "H", "H", "H", "H", "H", "H", "H", "H", "H", "H", "H", "H", "H", "H", "H", "H", "H", "H", "H", "H", "H", "H", "H", "H", "H", "H", "H", "H", "H", "H", "H", "H", "H", "I", "C", "C", "C", "C", "C", "C", "C", "C", "C", "C", "H", "H", "H", "H", "H", "H", "N", "C", "C", "C", "C", "C", "C", "C", "C", "N", "C", "H", "H", "H", "H", "H", "H", "H", "H"],
  "positions_angstrom": [[0.666, 0.203, -0.097], [3.746, -2.418, 2.499], [2.287, -2.594, 2.044], [2.059, -4.037, 1.583], [1.267, -2.210, 3.099], [1.511, -2.529, 4.431], [0.590, -2.225, 5.416], [-0.593, -1.599, 5.065], [-0.892, -1.266, 3.744], [-2.228, -0.581, 3.496], [-2.078, 0.794, 2.853], [-3.250, -1.435, 2.738], [0.059, -1.583, 2.762], [-0.179, -1.269, 1.361], [-0.849, -2.195, 0.752], [-1.316, -2.278, -0.608], [-1.749, -3.577, -0.967], [-2.255, -3.876, -2.200], [-2.375, -2.822, -3.121], [-2.005, -1.544, -2.800], [-1.431, -1.197, -1.538], [-1.072, 0.087, -1.231], [-1.786, 1.060, -2.005], [-1.153, 1.796, -3.020], [-1.923, 2.651, -3.807], [-3.279, 2.817, -3.585], [-3.880, 2.144, -2.535], [-3.155, 1.270, -1.731], [-3.867, 0.575, -0.585], [-4.835, -0.509, -1.070], [-4.620, 1.576, 0.296], [0.335, 1.663, -3.295], [0.960, 2.977, -3.760], [0.641, 0.544, -4.294], [4.374, -2.153, 1.644], [4.151, -3.339, 2.927], [3.860, -1.643, 3.262], [2.145, -1.960, 1.170], [2.192, -4.726, 2.422], [2.773, -4.302, 0.798], [1.052, -4.185, 1.185], [2.441, -3.023, 4.691], [0.790, -2.475, 6.451], [-1.320, -1.354, 5.833], [-2.642, -0.425, 4.495], [-1.766, 0.695, 1.814], [-1.338, 1.403, 3.379], [-3.031, 1.329, 2.868], [-3.032, -1.493, 1.670], [-4.245, -0.992, 2.836], [-3.296, -2.452, 3.135], [-1.114, -3.073, 1.347], [-1.664, -4.358, -0.218], [-2.566, -4.882, -2.452], [-2.777, -3.014, -4.110], [-2.132, -0.762, -3.535], [-1.451, 3.200, -4.613], [-3.861, 3.481, -4.214], [-4.937, 2.295, -2.337], [-3.104, 0.096, 0.028], [-5.617, -0.064, -1.694], [-5.322, -0.993, -0.217], [-4.332, -1.277, -1.657], [-5.485, 1.994, -0.226], [-3.981, 2.407, 0.605], [-4.994, 1.081, 1.195], [0.821, 1.375, -2.361], [0.632, 3.240, -4.770], [2.046, 2.880, -3.791], [0.709, 3.805, -3.095], [0.114, 0.719, -5.238], [0.343, -0.433, -3.908], [1.715, 0.507, -4.500], [3.115, 2.401, -0.720], [3.720, 1.027, -2.167], [4.624, 1.508, -3.071], [5.137, 0.664, -4.076], [4.742, -0.638, -4.111], [3.811, -1.149, -3.172], [3.454, -2.519, -3.246], [2.562, -3.031, -2.361], [1.970, -2.179, -1.397], [2.234, -0.831, -1.252], [3.230, -0.317, -2.167], [4.951, 2.538, -3.013], [5.844, 1.055, -4.797], [5.136, -1.314, -4.862], [3.909, -3.135, -4.014], [2.285, -4.080, -2.398], [1.237, -2.655, -0.756], [2.297, 0.624, 2.205], [2.005, 1.871, 2.725], [2.745, 2.448, 3.728], [2.435, 3.730, 4.221], [1.379, 4.434, 3.723], [0.612, 3.882, 2.670], [-0.473, 4.583, 2.091], [-1.154, 4.034, 1.050], [-0.747, 2.777, 0.566], [0.245, 2.081, 1.077], [0.928, 2.613, 2.145], [1.504, 0.059, 1.968], [3.025, 0.086, 2.644], [3.569, 1.890, 4.158], [3.038, 4.146, 5.019], [1.122, 5.413, 4.108], [-0.740, 5.558, 2.483], [-1.983, 4.539, 0.572], [-1.265, 2.343, -0.279]],
  "atomic_forces_ev_per_a": [[0.0554, 0.0813, -0.1912], [0.0244, -0.0421, 0.0024], [0.0384, -0.0155, 0.0103], [0.0118, -0.0299, -0.0267], [0.0444, -0.1063, 0.0630], [0.0443, -0.0113, -0.0048], [-0.0108, 0.0104, -0.0085], [-0.0022, 0.0002, -0.0015], [-0.0113, -0.0292, 0.0121], [0.0281, 0.0053, -0.0035], [-0.0143, 0.0087, -0.0571], [-0.0212, -0.0211, -0.0295], [0.0201, 0.1001, -0.2107], [-0.0950, -0.1851, -0.0427], [0.0108, 0.1381, -0.0295], [0.0824, -0.0099, 0.1305], [0.0270, 0.0112, 0.0215], [-0.0243, 0.0742, -0.0427], [0.0039, -0.0571, -0.0305], [0.0960, 0.0585, 0.0831], [-0.0803, 0.1984, 0.0742], [-0.2349, -0.3417, -0.1642], [0.1184, -0.1996, 0.0366], [0.0049, 0.0431, -0.0689], [0.0373, 0.0486, 0.0369], [-0.0158, -0.0190, 0.0370], [-0.0167, 0.0243, -0.0333], [-0.0382, -0.0397, -0.0918], [0.0055, 0.0023, 0.0059], [-0.0745, 0.0063, -0.0008], [-0.0178, 0.0391, 0.0295], [-0.0782, -0.0617, -0.0532], [0.0131, -0.0121, -0.0459], [-0.0317, -0.0216, -0.0541], [-0.0365, -0.0480, 0.0405], [-0.0481, 0.0421, 0.0219], [0.0001, -0.0155, -0.0619], [-0.0248, 0.0832, -0.0108], [-0.0041, 0.0205, -0.0292], [-0.0283, 0.0106, 0.0339], [0.0300, 0.0259, 0.0033], [-0.0546, 0.0262, 0.0000], [-0.0095, 0.0108, -0.0444], [0.0343, -0.0194, -0.0088], [-0.0216, 0.0166, 0.0395], [-0.0452, -0.0083, 0.0564], [-0.0400, -0.0438, -0.0171], [-0.0081, -0.0227, -0.0020], [0.0064, 0.0050, 0.0395], [0.0354, -0.0062, 0.0001], [0.0058, 0.0376, -0.0016], [-0.0110, -0.0425, 0.0133], [-0.0026, 0.0023, -0.0138], [0.0139, 0.0483, 0.0050], [0.0156, 0.0021, 0.0364], [0.0046, 0.0299, -0.0267], [-0.0248, -0.0121, 0.0328], [0.0301, -0.0288, 0.0231], [0.0608, -0.0113, -0.0179], [0.0537, -0.0153, 0.0398], [0.0323, -0.0370, 0.0315], [0.0300, 0.0309, -0.0462], [0.0020, 0.0404, 0.0345], [0.0513, -0.0015, 0.0138], [0.0022, -0.0402, -0.0026], [0.0077, -0.0087, -0.0050], [0.0252, 0.0571, 0.0413], [0.0267, -0.0157, 0.0411], [0.0145, -0.0139, 0.0102], [0.0036, -0.0210, 0.0028], [0.0262, -0.0006, 0.0450], [-0.0059, 0.0273, 0.0157], [-0.0615, -0.0043, 0.0032], [-0.0406, 0.1159, 0.1311], [-0.0493, -0.1352, -0.0393], [0.0269, -0.0332, -0.0940], [-0.0131, 0.0680, 0.0354], [-0.0178, -0.0309, 0.0166], [0.0180, -0.0632, -0.0547], [0.0271, 0.0438, -0.0232], [-0.0402, 0.0352, 0.0817], [-0.0650, -0.0384, 0.0173], [0.1177, 0.2321, -0.1726], [0.0224, -0.0023, 0.0698], [0.0013, -0.0251, -0.0155], [-0.0069, -0.0100, 0.0179], [-0.0092, 0.0067, 0.0134], [-0.0048, 0.0147, 0.0113], [-0.0061, 0.0467, 0.0019], [-0.0310, 0.0040, 0.0419], [-0.0152, 0.2881, -0.2087], [-0.0522, -0.1519, -0.1254], [0.0247, 0.0561, 0.0786], [0.0585, -0.0742, 0.0143], [-0.0215, -0.0253, -0.0271], [-0.0271, 0.1269, 0.0142], [0.0219, 0.0525, 0.0505], [-0.0284, -0.0388, -0.0647], [0.0740, -0.0388, -0.0115], [0.0925, 0.0469, 0.1484], [0.0171, -0.1104, -0.1393], [-0.0802, -0.1733, 0.4159], [0.0158, 0.0844, 0.0920], [-0.0216, 0.0261, -0.0119], [-0.0164, -0.0224, -0.0313], [0.0007, -0.0237, -0.0157], [0.0174, -0.0251, 0.0065], [0.0276, -0.0127, 0.0173], [-0.0014, 0.0399, 0.0700]]
}